The following is a quantum chemistry calculation of C7H17O3Sc as an isolated structure at a distorted geometry, from the OMol25 dataset.

Last column: Löwdin charge in e.
Positions of all 28 atoms, in Å:
C  -0.49  2.85  -0.63  0.038
O  -0.27  1.48  -0.27  -0.307
C  -1.44  0.66  -0.32  -0.135
C  -1.13  -0.66  0.32  -0.087
O  0.13  -1.09  -0.20  -0.209
C  0.73  -2.24  0.42  -0.076
C  2.11  -2.37  -0.17  -0.088
O  2.73  -1.07  -0.11  -0.309
C  4.14  -1.09  -0.35  0.038
Sc  1.46  0.44  -0.43  1.761
H  0.47  3.37  -0.56  0.122
H  -0.88  2.90  -1.66  0.141
H  -1.20  3.29  0.07  0.139
H  -1.76  0.56  -1.37  0.165
H  -2.45  1.18  0.17  0.167
H  -1.91  -1.39  0.08  0.185
H  -1.05  -0.56  1.42  0.171
H  0.13  -3.14  0.21  0.187
H  0.77  -2.07  1.51  0.172
H  2.07  -2.70  -1.21  0.174
H  2.70  -3.08  0.42  0.181
H  4.50  -0.06  -0.31  0.123
H  4.63  -1.68  0.45  0.145
H  4.35  -1.53  -1.33  0.142
C  -4.41  1.93  0.89  0.103
H  -5.06  1.93  0.01  0.022
H  -4.18  2.93  1.27  0.016
H  -4.70  1.21  1.66  0.018

## Properties
spin multiplicity = 2
Kohn-Sham gap (alpha / beta) = 3.067 / 7.423 eV
DFT total energy = -34343.18717 eV
net charge = +3
<S²> = 0.75
HOMO (alpha / beta) = -17.68 / -21.90 eV
maximum force = 3.894 eV/A

The following is a quantum chemistry calculation of one molecule with the formula C5H6N2O at a distorted geometry, from the OMol25 dataset.

Last column: Löwdin charge in e.
Positions of all 14 atoms, in Å:
C  1.07  1.45  -0.04  0.009
C  -1.43  0.63  0.04  -0.108
C  -2.19  -0.54  -0.02  -0.093
C  -0.09  -1.03  -0.03  -0.330
C  1.24  -1.64  0.07  -0.094
H  1.73  0.94  -0.74  0.064
H  1.59  1.77  1.07  0.160
H  0.49  2.32  -0.26  0.048
H  -1.59  1.65  -0.25  0.109
H  -3.26  -0.86  0.04  0.111
H  1.57  -2.74  0.13  0.145
N  -0.09  0.42  0.07  -0.038
N  -1.24  -1.56  -0.02  0.086
O  2.21  -0.81  -0.06  -0.070

## Properties
spin multiplicity = 1
SMILES = Cn1ccnc1C=O
Kohn-Sham gap = 9.021 eV
DFT total energy = -10307.44062 eV
energy relative to the best compared isomer or geometry (same formula, charge and spin) = 2.163 eV
HOMO = -8.97 eV
maximum force = 4.434 eV/A